Record 1
Molecular formula: C56H41N8O4PdS
Method: DFT, ωB97M-V/def2-TZVPD

Geometry as XYZ:
```
111
Properties=species:S:1:pos:R:3:forces:R:3
Pd -0.771 0.745 0.546 0.9 -0.6 0.0
C 3.020 -5.664 -4.409 0.0 0.1 0.0
C 2.811 -4.348 -4.800 0.1 -0.1 -0.1
C 2.057 -3.505 -4.016 -0.2 0.0 0.1
C 1.451 -3.967 -2.835 0.3 -0.2 0.0
C 1.680 -5.293 -2.450 -0.1 0.0 0.0
C 2.459 -6.125 -3.228 0.0 -0.1 0.0
C 0.725 -3.024 -2.042 0.2 -0.2 -0.2
C -0.235 -3.245 -1.040 -0.8 -0.5 0.0
C -1.006 -4.410 -0.805 0.2 0.2 0.0
C -2.080 -4.065 -0.031 0.0 0.4 0.2
C -1.999 -2.684 0.290 -0.1 -0.5 -0.4
N -0.844 -2.206 -0.307 0.5 -0.2 0.4
C -2.906 -2.056 1.171 0.0 0.5 0.9
C -2.648 -0.950 1.996 -0.7 -0.4 -0.1
C -3.381 -0.529 3.159 0.2 0.0 -0.3
C -2.512 0.173 3.945 0.2 0.1 -0.1
C -1.245 0.208 3.270 -0.8 -0.6 -0.2
C 0.039 0.495 3.779 0.5 0.2 -0.2
C 0.214 0.948 5.159 0.1 0.1 0.3
C 0.945 2.108 5.416 0.0 0.0 -0.1
C 1.054 2.599 6.704 0.1 0.1 0.1
C 0.472 1.913 7.759 0.0 0.0 0.0
C -0.199 0.724 7.523 0.0 0.0 0.1
C -0.340 0.249 6.232 0.0 0.0 0.0
C 1.157 0.160 2.967 -0.2 -0.1 -0.3
N 0.982 -0.062 1.656 -0.5 0.5 -0.6
C 2.040 -0.728 1.138 -0.3 0.2 -0.1
C 2.010 -1.173 -0.184 0.0 0.2 0.3
C 3.148 -1.894 -0.773 0.1 0.0 0.0
C 3.737 -1.458 -1.958 -0.1 0.1 0.1
C 4.770 -2.182 -2.519 0.1 0.0 0.0
C 5.218 -3.345 -1.910 0.0 0.0 0.0
C 4.631 -3.785 -0.735 0.0 -0.1 0.1
C 3.601 -3.062 -0.163 -0.1 0.1 0.1
C -0.452 -0.835 -0.640 -0.2 0.5 0.1
C -1.101 -0.529 -1.971 0.4 -0.4 -0.6
C -0.287 -1.002 -2.933 -0.3 0.6 0.3
C 0.889 -1.574 -2.280 -0.2 0.1 -0.1
N 0.944 -0.962 -0.993 0.8 0.5 0.0
C 3.013 -0.864 2.183 0.0 0.1 0.2
C 2.472 -0.306 3.310 0.2 -0.1 -0.1
N -1.405 -0.398 2.055 0.0 0.1 0.2
C -4.148 -2.805 1.467 -0.2 0.1 -0.1
C -5.142 -2.918 0.500 0.1 0.0 -0.1
C -6.304 -3.614 0.782 -0.1 0.0 -0.1
C -6.466 -4.220 2.017 -0.1 0.0 0.0
C -5.481 -4.110 2.983 0.0 -0.1 0.0
C -4.331 -3.393 2.715 0.1 0.0 -0.1
H 3.622 -6.322 -5.018 0.0 0.0 0.0
H 3.245 -3.981 -5.717 0.1 0.1 -0.1
H 1.921 -2.471 -4.291 0.0 0.1 -0.2
H 1.288 -5.649 -1.514 0.0 -0.1 0.2
H 2.632 -7.144 -2.911 0.0 -0.1 0.0
H -0.812 -5.378 -1.223 0.0 -0.1 -0.1
H -2.841 -4.725 0.341 -0.1 -0.1 0.0
H -4.411 -0.747 3.371 -0.1 -0.2 0.1
H -2.720 0.608 4.901 0.0 0.1 0.2
H 1.387 2.647 4.589 0.0 0.0 0.0
H 1.591 3.519 6.886 0.0 0.0 0.0
H 0.540 2.304 8.763 0.1 0.0 0.1
H -0.610 0.163 8.349 -0.1 0.0 0.0
H -0.865 -0.679 6.055 0.0 -0.1 0.0
H 3.396 -0.540 -2.413 0.0 0.1 -0.1
H 5.230 -1.847 -3.436 0.0 0.1 -0.1
H 6.030 -3.907 -2.346 0.0 0.0 -0.1
H 4.972 -4.692 -0.257 0.0 0.0 0.0
H 3.114 -3.410 0.737 0.0 -0.1 0.1
H -2.133 -0.223 -2.074 0.0 0.1 0.0
H -0.485 -1.081 -3.986 -0.1 -0.1 -0.2
H 3.966 -1.346 2.080 0.2 0.0 0.1
H 2.914 -0.251 4.286 0.1 0.0 0.2
H -4.999 -2.450 -0.465 0.0 0.0 -0.1
H -7.083 -3.686 0.036 0.0 0.0 0.0
H -7.362 -4.780 2.229 -0.1 -0.1 0.0
H -5.603 -4.589 3.940 0.0 0.0 0.1
H -3.554 -3.313 3.460 0.1 0.0 0.1
C -4.036 4.191 -0.910 -0.2 0.4 -0.3
N -3.347 3.180 -0.144 0.2 -0.3 0.1
C -3.843 1.830 -0.315 0.3 -0.4 0.2
C -2.334 3.463 0.665 -0.4 0.8 -0.5
O -1.678 2.649 1.312 0.5 -0.7 0.6
H -5.113 4.094 -0.770 0.0 0.0 0.0
H -3.811 4.073 -1.973 0.0 0.0 0.0
H -3.733 5.187 -0.599 0.1 0.0 0.0
H -4.707 1.663 0.336 0.1 -0.1 0.0
H -3.052 1.096 -0.054 -0.6 0.3 -0.1
H -4.149 1.688 -1.352 0.1 0.0 0.0
H -2.097 4.537 0.724 -0.1 -0.2 0.0
O 1.567 5.513 -6.448 -0.4 -0.4 -0.8
S 1.807 6.878 -6.062 1.1 -0.1 2.8
O 0.658 7.626 -5.589 -0.7 0.3 -0.8
O 2.833 7.590 -6.763 0.0 0.3 -0.7
C 2.483 6.664 -4.316 -0.9 0.2 -3.5
N 3.192 7.621 -3.795 1.2 1.0 1.3
C 3.483 7.486 -2.506 -0.2 -0.1 -0.4
C 3.014 6.410 -1.762 -0.3 -0.5 0.3
C 2.232 5.460 -2.427 0.7 1.4 -0.8
N 1.995 5.615 -3.739 -0.5 -1.9 2.1
C 1.583 4.298 -1.815 -0.4 -0.5 0.3
C 1.720 3.919 -0.475 -0.1 -0.2 -0.3
C 1.010 2.829 -0.009 0.4 0.4 0.3
N 0.180 2.109 -0.774 0.1 -0.1 0.5
C 0.050 2.464 -2.056 -0.2 0.0 -0.3
C 0.723 3.530 -2.612 0.0 -0.1 0.3
H 4.089 8.270 -2.072 0.0 0.0 0.2
H 3.227 6.339 -0.708 0.1 0.0 0.2
H 2.364 4.457 0.203 0.0 0.0 0.0
H 1.089 2.536 1.037 0.0 0.0 -0.2
H -0.622 1.869 -2.659 0.0 0.0 0.0
H 0.600 3.806 -3.648 0.0 0.0 -0.1
```
Forces are in eV/Å.

Summary:
- Total charge: +1
- Highest occupied orbital energy (spin up / spin down): -8.717 / -8.717 eV
- Expectation value of S²: 6.096
- 2S+1: 5


Record 2
Molecular formula: C56H43AlAsF5NP2SSe
Method: DFT, ωB97M-V/def2-TZVPD

Geometry as XYZ:
```
111
Properties=species:S:1:pos:R:3:forces:R:3
Al -0.723 0.909 -0.318 -0.1 -0.3 0.2
C 2.176 1.651 2.618 0.0 -0.2 -0.1
N 1.964 0.392 3.256 -0.1 -0.1 -0.2
C 0.603 0.173 3.653 0.0 0.0 -0.2
P -0.584 -0.211 2.237 0.2 -0.1 0.0
C -2.079 -0.536 3.214 0.0 0.0 0.1
C -3.145 0.343 3.047 0.0 0.0 0.0
C -4.276 0.250 3.848 0.0 0.0 0.0
C -4.350 -0.731 4.824 0.0 0.0 0.0
C -3.281 -1.602 5.018 0.0 0.0 0.0
C -2.145 -1.497 4.230 -0.1 0.0 0.0
C 0.189 -1.771 1.665 0.0 0.0 -0.1
C 1.364 -1.671 0.908 -0.1 0.0 0.0
C 2.037 -2.804 0.478 0.0 0.0 0.0
C 1.557 -4.062 0.815 0.0 0.0 0.0
C 0.392 -4.173 1.559 0.0 0.0 0.0
C -0.296 -3.037 1.969 0.0 0.0 -0.1
C 3.001 -0.530 3.531 -0.1 0.1 0.0
C 2.715 -1.865 3.829 0.0 0.0 0.1
C 3.734 -2.760 4.117 0.0 0.0 0.0
C 5.062 -2.362 4.098 0.0 0.0 0.0
C 5.353 -1.039 3.801 0.0 0.0 0.0
C 4.340 -0.129 3.531 0.0 0.0 0.0
P 1.512 1.945 0.853 -0.1 0.2 0.1
C 2.980 1.945 -0.208 -0.1 -0.1 -0.1
C 4.157 2.623 0.113 0.1 0.0 0.0
C 5.259 2.540 -0.724 0.0 0.0 0.0
C 5.199 1.777 -1.884 0.0 0.0 0.0
C 4.036 1.098 -2.210 0.0 0.0 0.0
C 2.931 1.183 -1.374 0.1 0.1 0.0
C 1.019 3.682 1.155 0.0 -0.1 0.1
C 1.654 4.785 0.600 0.0 0.0 -0.1
C 1.203 6.066 0.893 0.0 0.0 0.0
C 0.116 6.255 1.735 0.0 0.0 0.0
C -0.524 5.157 2.294 0.0 0.0 -0.1
C -0.069 3.878 2.011 0.1 0.0 -0.1
H 3.230 1.891 2.541 0.1 0.0 0.1
H 1.695 2.439 3.198 0.0 0.1 0.1
H 0.202 1.052 4.173 0.0 0.0 0.0
H 0.532 -0.667 4.337 0.0 0.0 0.1
H -3.100 1.100 2.272 0.0 0.0 0.0
H -5.104 0.932 3.697 0.0 0.0 0.0
H -5.236 -0.816 5.443 0.1 0.0 0.0
H -3.329 -2.356 5.794 0.0 0.0 0.0
H -1.312 -2.162 4.419 0.0 0.0 0.0
H 1.786 -0.706 0.661 0.0 0.1 0.0
H 2.945 -2.700 -0.105 -0.1 0.0 0.0
H 2.087 -4.951 0.497 0.0 0.0 0.0
H -0.002 -5.152 1.806 0.0 0.0 0.0
H -1.226 -3.151 2.506 0.0 0.0 0.0
H 1.697 -2.232 3.811 0.1 0.0 0.0
H 3.478 -3.790 4.341 0.0 0.0 0.0
H 5.855 -3.067 4.314 0.0 0.0 0.0
H 6.381 -0.696 3.795 0.0 0.0 0.0
H 4.614 0.901 3.346 0.0 -0.1 0.0
H 4.220 3.231 1.009 0.0 0.0 0.0
H 6.166 3.073 -0.469 0.0 0.0 0.0
H 6.065 1.711 -2.532 0.0 0.0 0.0
H 3.990 0.499 -3.109 0.0 0.0 0.0
H 2.026 0.642 -1.627 0.0 0.0 0.0
H 2.473 4.653 -0.097 0.0 0.0 0.0
H 1.700 6.921 0.451 0.0 0.0 0.0
H -0.228 7.256 1.961 0.0 0.0 0.0
H -1.377 5.297 2.947 0.0 0.0 0.0
H -0.572 3.026 2.459 0.0 0.0 0.0
S -0.702 3.001 -1.204 -0.4 0.0 0.1
C -0.535 2.945 -2.983 0.0 -0.1 0.1
C -0.427 4.193 -3.598 0.0 0.0 -0.1
C -0.226 4.277 -4.965 0.0 0.0 0.0
C -0.141 3.127 -5.745 0.0 0.0 0.0
C -0.266 1.888 -5.142 0.0 0.1 0.1
C -0.444 1.795 -3.763 0.0 0.0 0.1
As -0.859 0.132 -2.908 0.4 0.2 -0.1
C 0.441 -1.162 -3.491 0.1 0.0 0.1
C 1.688 -0.737 -3.940 -0.1 -0.1 -0.2
C 2.673 -1.674 -4.227 0.0 0.0 0.0
C 2.420 -3.027 -4.049 0.0 0.0 0.0
C 1.180 -3.450 -3.587 -0.1 0.0 0.0
C 0.189 -2.521 -3.301 0.1 0.1 0.1
C -2.506 -0.249 -3.845 -0.1 -0.1 0.1
C -3.593 0.576 -3.565 0.0 0.0 -0.1
C -4.797 0.365 -4.213 0.0 0.0 -0.1
C -4.920 -0.673 -5.134 0.0 0.0 0.0
C -3.832 -1.483 -5.416 0.0 0.0 0.0
C -2.617 -1.273 -4.772 0.0 0.1 -0.1
H -0.499 5.092 -2.998 0.0 0.0 0.0
H -0.139 5.252 -5.429 0.0 0.0 0.0
H 0.000 3.201 -6.815 0.0 0.0 0.0
H -0.234 0.987 -5.742 0.0 0.0 0.0
H 1.875 0.317 -4.103 0.0 0.0 0.0
H 3.636 -1.349 -4.603 0.0 0.0 0.0
H 3.189 -3.755 -4.277 0.0 0.0 0.0
H 0.984 -4.506 -3.447 0.0 0.0 0.0
H -0.766 -2.851 -2.914 0.0 0.0 0.0
H -3.500 1.382 -2.847 0.0 0.0 0.0
H -5.642 1.010 -4.003 0.0 0.0 0.0
H -5.866 -0.845 -5.632 0.0 0.0 0.0
H -3.922 -2.280 -6.144 0.0 0.0 0.0
H -1.767 -1.897 -5.013 0.0 0.0 0.0
F -6.170 -4.375 2.497 0.0 0.0 0.0
C -5.312 -3.622 1.819 -0.1 -0.1 0.1
C -5.545 -2.269 1.672 -0.1 0.1 0.0
F -6.640 -1.725 2.200 0.0 0.0 0.0
C -4.645 -1.498 0.964 0.0 0.0 0.0
F -4.949 -0.210 0.787 0.1 0.1 0.0
C -3.481 -2.034 0.431 0.0 0.4 0.1
Se -2.289 -0.988 -0.652 0.0 -0.1 -0.3
C -3.305 -3.406 0.541 0.0 0.0 0.0
F -2.282 -4.023 -0.052 0.1 0.1 0.0
C -4.197 -4.196 1.240 0.0 -0.1 0.0
F -3.997 -5.508 1.348 0.0 0.0 0.0
```
Forces are in eV/Å.

Summary:
- Total charge: +1
- Highest occupied orbital energy: -9.941 eV
- 2S+1: 1